Run i
C7H9N | ωB97M-V/def2-TZVPD

```
! wB97M-V def2-TZVPD RIJCOSX def2/J DEFGRID3
* xyz 0 1
C -2.63140 0.30298 -0.33658
C -1.67309 -0.51812 -1.00561
N -0.54083 -0.99261 0.04865
C -0.11236 0.45742 0.16736
C -1.30556 1.02770 -0.48728
C 2.31096 -1.02470 1.22126
C 2.24489 0.08312 0.12074
C 1.12885 0.96414 0.10304
H -3.40337 0.89997 -0.34049
H -1.31856 -0.69670 -2.00572
H -1.10374 -1.17981 0.87531
H -1.30082 1.94532 -1.11724
H 1.75062 -1.85283 0.79654
H 3.31430 -1.42942 1.46562
H 1.75514 -0.62403 2.02482
H 3.03250 0.09318 -0.61117
H 1.28598 2.03737 -0.12582
*
```

* LUMO: -0.92 eV

***

Run ii
C7H9N | ωB97M-V/def2-TZVPD

```
! wB97M-V def2-TZVPD RIJCOSX def2/J DEFGRID3
* xyz 0 1
C -0.25873 -0.51802 0.71599
C 0.38500 0.71715 1.08003
C -2.33504 1.68990 1.22828
C -0.28565 0.17794 2.04121
C -0.51460 -1.56042 -0.08914
C 1.05485 1.90974 0.48261
C 0.07508 -1.65152 -1.46696
N -2.54441 1.38787 0.11366
H -0.73664 -0.04684 3.08750
H -1.00422 -2.47563 0.36280
H 1.84243 2.19139 1.14113
H 0.22936 2.64453 0.43520
H 1.47251 1.74654 -0.47346
H -0.56953 -1.29762 -2.23808
H 0.36564 -2.71709 -1.59012
H 0.94874 -0.94874 -1.63609
H -2.53962 0.73201 -0.67555
*
```

* LUMO: 1.05 eV

***

Stability check: which of them is least stable? run i.

***

Run i
C7H9N | ωB97M-V/def2-TZVPD

```
! wB97M-V def2-TZVPD RIJCOSX def2/J DEFGRID3
* xyz 0 1
C 2.02433 -0.50556 2.26102
C 0.86873 -0.96113 1.80185
C 0.15540 -0.31703 0.68452
C -0.32655 -0.89209 -0.46246
C -0.69545 0.14923 -1.37041
C -1.66050 0.01931 -2.49867
C -0.41165 1.32496 -0.72046
N 0.06523 1.04016 0.52570
H 2.56582 -0.99868 3.05921
H 2.49502 0.38375 1.85596
H 0.32010 -1.77485 2.25778
H -0.26217 -1.95144 -0.66617
H -1.64943 -0.97985 -2.93219
H -2.70327 0.14149 -2.19153
H -1.48740 0.68495 -3.34618
H -0.48712 2.33736 -1.08500
H 0.40040 1.68049 1.22290
*
```

* LUMO: 1.03 eV
* structure (SMILES): C=Cc1cc(C)c[nH]1

***

Run ii
C7H9N | ωB97M-V/def2-TZVPD

```
! wB97M-V def2-TZVPD RIJCOSX def2/J DEFGRID3
* xyz 0 1
C -1.90036 -0.69952 0.46582
C 0.60594 0.29322 0.82078
C -0.72182 0.16991 0.24546
C 1.22567 -1.05823 0.44740
C 1.53021 -1.48387 -0.77325
C -0.48039 2.18100 -1.40395
N 0.94330 0.94457 1.88511
C -0.38603 1.18385 -0.56511
H 1.94741 0.90097 2.05829
H 1.48859 -1.63736 1.32495
H -1.59222 -1.73806 0.58490
H -2.61163 -0.60865 -0.35317
H -2.39069 -0.37915 1.38947
H 1.20565 -0.95298 -1.65671
H 2.15270 -2.35398 -0.92220
H -0.67117 2.03230 -2.45876
H -0.34515 3.20597 -1.08904
*
```

* LUMO: 0.00 eV

***

Run iii
C7H9N | ωB97M-V/def2-TZVPD

```
! wB97M-V def2-TZVPD RIJCOSX def2/J DEFGRID3
* xyz 0 1
C 2.03738 0.28412 -0.00634
C 0.96651 1.39597 -0.09944
C -1.58362 1.26632 0.04194
C -1.52756 -1.00090 -0.21146
C 1.19443 -1.07886 -0.16608
C -0.18958 -0.67006 0.33981
C -0.19905 0.84438 0.10444
H 2.60968 0.30808 0.82550
H 2.90802 0.15188 -0.79548
H 1.07584 2.46311 -0.04493
H -2.04092 2.11811 -0.27614
H -3.30684 -0.04495 -0.01000
H -2.05743 -1.97136 0.01575
H 1.75462 -1.84250 0.27777
H -0.48883 -1.04652 1.37965
H 1.05077 -1.26889 -1.23998
N -2.20343 0.09206 -0.13503
*
```

* LUMO: 0.74 eV

***

Run iv
C7H9N | ωB97M-V/def2-TZVPD

```
! wB97M-V def2-TZVPD RIJCOSX def2/J DEFGRID3
* xyz 0 1
C 1.00408 -0.12557 1.43894
C 0.64342 1.10425 0.78302
C 0.67552 1.38560 -0.58594
N 0.87191 0.26511 -1.45962
C 1.16287 -0.95259 -0.83680
C 1.06405 -1.20413 0.58266
H 1.34812 -0.40698 2.54719
H 0.46344 2.02606 1.45328
H 0.37622 2.28731 -1.04853
H 1.81316 -1.70689 -1.56364
H 1.23233 -2.22169 0.79709
C -2.48591 -0.88672 -0.21438
C -2.42195 0.46428 0.15684
H -2.13007 -1.26080 -1.23142
H -2.54969 -1.44298 0.61093
H -1.93062 1.38895 -0.48096
H -2.57873 0.77054 1.18739
*
```

* LUMO: 0.64 eV
* structure (SMILES): c1ccncc1.C=C

***

Stability check: which of them is least stable? run ii.

***

Run i
C7H9N | ωB97M-V/def2-TZVPD

```
! wB97M-V def2-TZVPD RIJCOSX def2/J DEFGRID3
* xyz 0 1
C 1.45126 1.09584 1.49230
N -2.09421 0.00278 1.00590
C -1.06959 -0.68793 0.18585
C 1.44224 0.41033 0.34687
C 1.60222 -0.57733 -0.57682
C 0.74514 0.62405 -0.95109
C -0.69297 0.25835 -0.97086
C -0.82238 -1.21382 -1.14469
H 0.91384 2.02700 1.60489
H 1.92603 0.71637 2.39344
H -1.59730 0.76075 1.46161
H -0.31693 -0.95143 0.92741
H -2.41735 -0.54719 1.79780
H 2.00587 -1.28401 -1.27503
H 1.13269 1.49712 -1.47585
H -1.39401 1.05101 -1.20763
H -1.56650 -1.72905 -1.74589
*
```

* LUMO: -1.81 eV

***

Run ii
C7H9N | ωB97M-V/def2-TZVPD

```
! wB97M-V def2-TZVPD RIJCOSX def2/J DEFGRID3
* xyz 0 1
C -2.02278 -0.42913 -0.82767
C -1.10204 0.51209 -0.55203
C 0.03299 0.23770 0.31548
C 0.33122 1.39674 1.26255
C -0.19710 -1.07363 0.94640
N -0.39768 -2.08259 1.46626
C 1.25552 0.06083 -0.48876
C 1.65052 -1.11458 -0.92184
H -1.97202 -1.48986 -0.51345
H -3.04395 -0.05695 -1.19512
H -0.99971 1.41509 -1.11936
H 1.18051 1.21014 1.85085
H 0.47961 2.33892 0.70744
H -0.57177 1.42199 1.91815
H 1.70609 0.96157 -0.80071
H 2.55282 -1.28629 -1.48916
H 1.11779 -2.02206 -0.55903
*
```

* LUMO: 0.84 eV
* structure (SMILES): C=CC(C)(C#N)C=C

***

Stability check: which of them is least stable? run i.

***

Run i
C7H9N | ωB97M-V/def2-TZVPD

```
! wB97M-V def2-TZVPD RIJCOSX def2/J DEFGRID3
* xyz 0 1
C -1.33219 0.80919 -0.64023
C -1.38503 0.95282 0.65691
C -0.54311 -0.42059 1.10724
N -1.06847 -1.26150 -0.02126
C -0.51460 -0.43006 -1.06427
C 0.93121 -0.40894 -0.59089
C 1.50280 0.90730 -0.14984
C 0.97779 -0.16719 0.84035
H -1.66383 1.47834 -1.28191
H -1.85899 1.72516 1.21398
H -0.63315 -0.91229 2.13343
H -0.33065 -2.09823 -0.05935
H -0.70108 -0.83950 -2.07164
H 1.47768 -1.23098 -1.05087
H 2.57723 1.02502 0.01829
H 1.05716 1.77683 -0.43004
H 1.50721 -0.90535 1.39010
*
```

* LUMO: 1.05 eV
* structure (SMILES): C1=C[C@H]2N[C@@H]1[C@H]1C[C@H]12

***

Run ii
C7H9N | ωB97M-V/def2-TZVPD

```
! wB97M-V def2-TZVPD RIJCOSX def2/J DEFGRID3
* xyz 0 1
C -2.12458 -1.19201 -0.08322
C -1.06831 -0.35316 -0.02538
C -1.37931 1.00715 0.05022
C -0.34644 1.81206 0.09355
C 0.81269 0.83202 -0.33551
N 2.30853 0.42616 -0.11500
C 1.82358 -1.07478 -0.08796
C 0.49685 -0.42065 0.41854
H -2.13974 -2.31852 -0.14973
H -2.94168 -0.57971 -0.47388
H -2.33438 1.49660 0.27184
H -0.37030 2.96505 -0.08342
H 0.48709 0.65717 -1.41047
H 2.54510 0.71752 0.74581
H 2.04533 -1.86643 0.60397
H 1.73091 -1.76752 -0.99608
H 0.45465 -0.34093 1.57673
*
```

* LUMO: 0.63 eV
* structure (SMILES): C=C1C=C[C@H]2NC[C@H]12

***

Run iii
C7H9N | ωB97M-V/def2-TZVPD

```
! wB97M-V def2-TZVPD RIJCOSX def2/J DEFGRID3
* xyz 0 1
C -0.47417 1.48034 -1.84595
C -0.08284 0.39777 -1.07857
C 1.17126 -0.38050 -1.26367
C 1.66646 -0.76404 -0.07292
C 0.53891 -0.27259 0.96844
C -1.43440 -0.41817 1.20670
C -0.65425 -0.47900 -0.01434
H -1.23608 2.32616 -1.83633
H 0.40271 1.71963 -2.46574
H 1.74309 -0.02630 -2.23508
H 2.56470 -1.08244 0.21452
H 0.61190 0.91049 0.90275
H 0.00946 -0.45033 2.83548
H -2.25380 -0.96449 1.13343
H -1.88387 0.62255 1.66356
H -0.45525 -1.60043 -0.16495
N -0.23384 -1.01866 2.05266
*
```

* LUMO: 0.85 eV

***

Stability check: which of them is least stable? run iii.

***

Run i
C2H3N3O3 | ωB97M-V/def2-TZVPD

```
! wB97M-V def2-TZVPD RIJCOSX def2/J DEFGRID3
* xyz 0 1
O -2.67312 0.09807 0.40888
C -1.48738 0.10274 -0.17361
N -0.46100 1.13163 -0.22242
C 0.67251 0.62334 -0.19733
O 1.74642 1.47242 0.10351
N 0.69224 -0.66269 -0.42668
O 1.61055 -1.43471 0.43290
N -0.62530 -1.01855 -0.13538
H 1.31386 2.22412 0.83848
H 2.05388 -2.05057 -0.05907
H -1.19090 -1.76897 -0.62473
*
```

* LUMO: -0.17 eV
* structure (SMILES): O=c1nc(O)n(O)[nH]1

***

Run ii
C2H3N3O3 | ωB97M-V/def2-TZVPD

```
! wB97M-V def2-TZVPD RIJCOSX def2/J DEFGRID3
* xyz 0 1
O 1.62952 -0.32472 -1.77667
N 0.76782 0.75635 -1.36983
C -0.12848 0.52435 -0.45986
C -0.88228 1.36119 0.38085
N -1.71830 0.56242 1.08035
O -1.44298 -0.72716 0.82381
N -0.36108 -0.84227 -0.05456
O 0.75540 -0.95024 0.83521
H 1.75607 -0.84463 -0.89143
H -1.19014 2.45962 0.51345
H 0.81447 -1.97491 0.91869
*
```

* LUMO: -0.74 eV
* structure (SMILES): O/N=c1/cnon1O

***

Stability check: which of them is least stable? run ii.

***

Run i
C2H3N3O3 | ωB97M-V/def2-TZVPD

```
! wB97M-V def2-TZVPD RIJCOSX def2/J DEFGRID3
* xyz 0 1
C -1.73388 0.07318 1.26629
N -1.79059 0.15891 0.11225
O -1.88053 0.15451 -1.09934
H -1.75731 -0.05607 2.35151
C 1.14487 -0.74084 -0.79479
N 1.23251 -1.02560 0.42925
O 1.18683 -0.05954 1.27286
O 1.15208 1.23424 0.40640
N 1.03262 0.69727 -0.91169
H 1.24454 -1.41536 -1.51481
H 0.16884 0.97930 -1.51794
*
```

* LUMO: 0.87 eV
* structure (SMILES): C#[N+][O-].C1=NOON1

***

Run ii
C2H3N3O3 | ωB97M-V/def2-TZVPD

```
! wB97M-V def2-TZVPD RIJCOSX def2/J DEFGRID3
* xyz 0 1
O 2.99924 -1.04421 -0.34348
N 1.99505 -0.43076 -0.52030
O 1.89350 0.75383 -0.43313
O 0.89221 -1.14628 -0.97273
H -0.03371 -0.60928 -0.90399
H -2.25103 0.95595 -1.13466
N -1.44465 0.53685 -0.68445
C -1.57419 0.52167 0.56527
C -0.47368 0.01530 1.26510
N 0.31264 -0.51921 1.89101
H -2.31539 0.96613 1.27135
*
```

* LUMO: -0.96 eV
* structure (SMILES): O=[N+]([O-])O.[H]/N=C/C#N

***

Stability check: which of them is least stable? run i.